44
Properties=species:S:1:pos:R:3:forces:R:3 method="wB97M-V/def2-TZVPD" e_above_lowest_ev=0.000 orbital_gap_ha="0.221 / 0.179" charge=+2 e_lumo_ev="-8.9274 / -10.0869" homo_energy_ev="-14.9 / -14.9"
I -0.20941 -1.09213 -3.38869 -0.006 -0.464 -0.886
I -0.18751 2.20787 -4.13534 -0.033 -0.083 -0.297
La -0.04853 0.98330 -1.29513 -0.440 0.371 0.622
P -3.31235 0.74756 -0.97958 -1.107 0.550 -0.290
C -4.31283 0.77974 -2.52864 0.692 -0.346 -0.103
C -4.31756 -0.35037 0.10050 0.540 -0.091 -0.078
H -5.36355 -0.01917 0.09314 0.275 -0.106 0.066
H -4.87673 2.44701 -0.09949 0.472 0.046 -0.104
H -3.90654 -0.30567 1.11801 -0.279 -0.085 -0.148
H -3.16158 2.66488 0.48659 -0.451 0.125 -0.048
H -4.07729 -0.10462 -3.12746 -0.221 0.065 -0.006
H -4.25418 -1.37618 -0.28273 -0.135 0.119 0.183
C -3.80779 2.41087 -0.36585 0.674 -0.099 0.149
H -5.39325 0.83697 -2.34094 0.352 0.063 0.023
H -3.58426 3.11317 -1.18130 -0.217 -0.011 0.291
H -3.95894 1.65262 -3.09038 -0.284 -0.140 -0.004
P 3.00872 0.92963 -0.97117 1.910 0.582 -0.116
C 4.08619 0.92805 -2.47167 -0.769 -0.372 -0.198
C 3.60700 2.58447 -0.39303 -0.968 0.060 0.059
H 3.28251 -0.33954 1.09475 0.079 0.198 -0.003
H 4.85065 0.15629 0.41168 -0.024 -0.051 -0.057
H 3.93715 -1.21808 -0.26662 0.098 0.071 -0.146
C 3.85674 -0.22167 0.17124 -0.430 -0.288 0.180
H 2.97070 2.93980 0.42932 0.460 0.006 -0.009
H 4.68009 2.59729 -0.13006 -0.583 -0.098 -0.133
H 5.15682 1.02876 -2.25228 -0.362 0.029 0.108
H 3.72434 1.78825 -3.05013 0.334 -0.194 -0.060
H 3.41222 3.24225 -1.25472 0.281 0.021 0.355
H 3.90751 0.03029 -3.06781 0.159 0.061 -0.014
Cl -0.08931 1.22708 1.29854 0.060 0.256 0.563
N -0.48479 -1.85155 0.08718 -0.452 -1.579 1.998
C -0.04877 -2.09587 1.41440 0.078 1.411 -2.631
C 1.20403 -2.69852 1.59585 1.456 -0.701 1.400
C 1.70547 -2.81372 2.88219 0.211 -0.774 -1.974
C 1.03519 -2.26047 3.96524 -0.365 -0.272 0.829
C -0.17465 -1.57876 3.79328 -0.938 0.162 -0.873
C -0.71933 -1.49316 2.50562 -0.367 0.323 1.844
H -0.15324 -2.57033 -0.56656 -0.005 0.482 0.091
H -1.51157 -1.77209 0.02482 0.540 0.257 -0.103
H 1.83523 -3.09319 0.80437 -0.542 0.009 -0.240
H 2.58748 -3.43299 3.02850 0.026 0.415 0.084
H 1.45011 -2.47501 4.94594 -0.205 0.383 0.048
H -0.69225 -1.17935 4.67229 0.159 -0.011 -0.555
H -1.65197 -0.95377 2.31617 0.326 -0.303 0.183

14
Properties=species:S:1:pos:R:3:forces:R:3 method="wB97M-V/def2-TZVPD" e_above_lowest_ev=3.134 orbital_gap_ha=0.393 e_lumo_ev=0.9271 homo_energy_ev=-9.8
C 1.38758 1.28860 0.69032 0.048 0.053 0.085
C 0.57212 0.97828 -0.54377 0.091 0.192 -0.258
O 0.78639 1.51042 -1.61017 -0.139 -0.031 0.462
C -0.45997 -0.08722 -0.45110 0.224 0.048 -0.072
C -0.23488 -1.56527 -0.35857 0.058 -0.238 -0.079
C -1.20889 -0.84191 0.51598 0.005 -0.059 0.326
N -1.90752 -0.03609 -0.48906 -0.096 -0.056 -0.274
H 2.41429 0.93705 0.54477 -0.125 0.061 -0.005
H 0.97472 0.83511 1.59491 0.057 0.064 -0.164
H 1.42076 2.37450 0.80599 0.054 -0.102 0.010
H -0.56755 -2.19636 -1.18488 -0.103 0.022 0.150
H 0.70295 -1.87423 0.10908 -0.181 0.000 -0.078
H -1.34764 -0.78321 1.58633 0.038 0.071 -0.182
H -2.28526 -0.61736 -1.24043 0.069 -0.025 0.079